No. 1
Below is a 6-piece molecular cluster, C15H39N3O12 overall in a non-equilibrium geometry, with properties calculated with ωB97M-V/def2-TZVPD.

Properties
Spin multiplicity ... 2
Electronic energy ... -1661.5823 hartree
Orbital gap (spin up / spin down) ... 3.405 / 6.987 eV
HOMO (spin up / spin down) ... -1.03 / -4.61 eV
Charge ... -1

Positions of all 69 atoms, in Å:
C 24.32397 15.69586 5.78648
N 25.06284 16.94262 6.19104
O 26.08400 16.68854 6.80866
O 24.56396 18.08992 6.08099
H 23.31831 16.05472 5.56747
H 24.25523 15.09504 6.69334
H 24.73602 15.21219 4.90083
C 27.87087 19.86399 5.98268
N 27.75051 21.17229 6.54621
O 28.84826 21.75121 6.80079
O 26.64220 21.62720 6.65430
H 28.91927 19.65257 5.77233
H 27.23811 19.76392 5.10081
H 27.58647 19.16301 6.76743
C 23.75407 20.68805 8.18379
N 23.00609 20.23367 9.40728
O 22.91642 20.98441 10.38630
O 22.58820 19.10463 9.45274
H 24.72569 20.20765 8.29903
H 23.72889 21.75850 8.38776
H 23.10987 20.32719 7.38200
C 18.82424 28.53439 7.38950
O 20.12363 27.94802 7.21599
C 20.36128 26.95049 8.24834
C 21.73837 26.28116 8.15098
O 21.86639 25.37117 9.23363
C 21.60220 24.01984 8.81431
H 18.86778 29.62302 7.42234
H 18.24323 28.30365 8.28241
H 18.27300 28.41451 6.45684
H 19.64594 26.13045 8.31089
H 20.34729 27.36969 9.25441
H 22.44551 27.09158 8.32783
H 22.04217 25.76776 7.23872
H 21.51043 23.40264 9.70804
H 22.39655 23.68249 8.14850
H 20.65577 23.84437 8.30287
C 19.81648 20.39772 5.39457
O 20.73847 19.98023 6.36060
C 21.26312 18.56141 6.21150
C 20.17060 17.48713 6.47123
O 19.36303 17.30005 5.23459
C 18.04881 16.89498 5.40177
H 20.03909 21.46383 5.35037
H 18.76601 20.15474 5.55450
H 20.05750 19.84629 4.48576
H 21.99277 18.33213 6.98812
H 21.82938 18.46901 5.28472
H 19.58322 17.94943 7.26455
H 20.54120 16.54985 6.88629
H 17.69574 16.53407 4.43575
H 17.45060 17.74039 5.74166
H 17.97344 16.00505 6.02663
C 16.44205 17.66474 9.17057
O 16.71270 17.02681 10.37167
C 16.65245 17.80126 11.60947
C 17.99897 17.90336 12.39088
O 18.96217 18.57039 11.66040
C 20.10955 18.81914 12.45004
H 15.55603 18.23294 9.45380
H 16.30083 16.90045 8.40636
H 17.20283 18.37087 8.83788
H 15.89054 17.36779 12.25732
H 16.26848 18.78254 11.33062
H 18.32207 16.94751 12.80324
H 17.77854 18.49808 13.27735
H 20.89088 19.35448 11.91055
H 20.62103 17.91167 12.77096
H 19.69331 19.50870 13.18444

No. 2
Below is C15H40As2F12NiO15S5 as an isolated structure in a non-equilibrium geometry, with properties calculated with ωB97M-V/def2-TZVPD.

Properties
Spin multiplicity ... 3
Electronic energy ... -10893.5269 hartree
Orbital gap (spin up / spin down) ... 11.305 / 10.190 eV
HOMO (spin up / spin down) ... -11.03 / -11.03 eV

Positions of all 90 atoms, in Å:
Ni 22.32476 6.89278 18.22989
As 24.90277 9.53900 17.53104
F 23.88085 10.75163 18.28137
F 23.95236 8.23064 18.29600
F 25.79336 8.25846 16.76097
F 25.81843 10.80068 16.76795
F 25.97870 9.55879 18.88089
F 23.80202 9.54110 16.19426
As 20.14747 4.03037 17.29824
F 18.73596 3.02838 17.11130
F 21.19971 2.87791 16.53913
F 21.59911 5.08456 17.71871
F 19.16098 5.26210 18.04852
F 20.45267 3.39985 18.89814
F 19.97645 4.77712 15.72827
O 22.39360 6.12308 20.05045
S 22.64769 5.61093 21.37469
O 24.00471 5.37246 21.81253
O 21.93233 6.65285 22.37724
C 22.41268 6.72855 23.73246
C 22.01089 8.07886 24.30642
C 21.59638 4.18772 21.60552
H 23.48556 6.59682 23.88961
H 22.02100 5.91040 24.34523
H 21.01005 8.37449 24.00388
H 22.76716 8.81491 24.05547
H 21.93381 7.91937 25.38520
H 21.53909 3.94496 22.66478
H 22.01274 3.40785 20.97384
H 20.57876 4.44193 21.31525
O 21.15804 7.47736 14.33554
S 22.40971 6.89821 14.75736
O 22.72561 6.91452 16.15506
O 22.47796 5.35073 14.27224
C 22.03061 5.07631 12.94193
C 21.36249 3.70953 12.93163
C 23.77087 7.58017 13.79335
H 22.85317 5.05289 12.22134
H 21.34169 5.85064 12.60708
H 21.25050 3.21882 11.96521
H 20.41399 3.81508 13.45744
H 21.93625 2.95406 13.47570
H 23.82619 8.60389 14.14920
H 23.66265 7.43210 12.72449
H 24.58465 6.92947 14.12204
O 19.34827 10.14351 18.68111
S 19.70818 9.30923 17.57020
O 20.62546 8.18796 17.63408
O 18.33708 8.74951 16.95005
C 18.40851 7.67349 15.96037
C 16.95048 7.48603 15.57547
C 20.21694 10.40467 16.27309
H 18.91849 6.82054 16.39720
H 18.90823 8.04193 15.06420
H 16.66114 8.36097 14.97700
H 16.23535 7.48966 16.39294
H 16.79076 6.72276 14.81191
H 19.43479 10.50606 15.53272
H 21.15683 10.05536 15.83879
H 20.54500 11.33087 16.74310
O 25.56766 5.18813 16.20906
S 25.42508 5.07774 17.63555
O 24.27789 5.67420 18.31174
O 25.46644 3.52046 17.98442
C 24.29512 2.70049 17.71080
C 24.89121 1.41049 17.15108
C 26.94787 5.69195 18.41752
H 23.71023 3.23487 16.96252
H 23.76288 2.53910 18.64454
H 25.30815 1.54798 16.15128
H 24.25845 0.52713 17.11493
H 25.78701 1.21678 17.74646
H 26.98689 5.44953 19.47768
H 26.81862 6.77327 18.38190
H 27.81474 5.36838 17.85365
O 21.31449 10.08498 21.97380
S 22.16630 10.00577 20.79352
O 21.97423 8.92829 19.86111
O 21.95518 11.38921 20.00512
C 21.70475 12.64762 20.68886
C 22.84879 13.07485 21.60398
C 23.89847 10.01289 21.30036
H 20.75225 12.56911 21.21468
H 21.56610 13.31742 19.84289
H 22.76218 14.16140 21.64903
H 23.77710 12.90678 21.05326
H 22.90916 12.49901 22.51852
H 23.88871 10.47059 22.28360
H 24.48763 10.57027 20.57542
H 24.33257 9.01500 21.33382

No. 3
Below is C15H40AsF6O15S5 as an isolated structure in a non-equilibrium geometry, with properties calculated with ωB97M-V/def2-TZVPD.

Properties
ΔE to the lowest compared entry with this formula, charge and spin ... 0.0 kJ/mol
Spin multiplicity ... 2
Electronic energy ... -6550.0493 hartree
Orbital gap (spin up / spin down) ... 2.265 / 10.091 eV
HOMO (spin up / spin down) ... 1.66 / -6.19 eV
Charge ... -2

Positions of all 82 atoms, in Å:
As 5.73202 4.57946 -23.21921
F 5.16878 3.37770 -24.46333
F 5.46009 3.39790 -21.85516
F 6.36995 5.72555 -22.01148
F 5.93822 5.80649 -24.51922
F 4.14349 5.23635 -22.88205
F 7.41738 3.92781 -23.36848
O 4.55849 5.02690 -29.27693
S 5.75591 4.21888 -28.99401
O 6.32009 3.32102 -30.01938
O 6.97388 5.28846 -28.56327
C 6.66727 6.33856 -27.71850
C 7.92973 6.74478 -26.86287
C 5.56595 3.39074 -27.47326
H 5.82205 6.05326 -27.09215
H 6.22788 7.14038 -28.31190
H 7.67249 7.34473 -25.98995
H 8.75123 7.16818 -27.44076
H 8.43466 5.84379 -26.51450
H 4.56712 2.95713 -27.52256
H 5.70248 4.05165 -26.61731
H 6.41638 2.71006 -27.43400
O 9.47850 0.87033 -19.00464
S 8.51580 0.78225 -20.10889
O 8.08196 -0.56232 -20.61099
O 7.12139 1.61242 -19.78076
C 7.12730 2.82038 -19.12294
C 6.58941 2.72439 -17.69570
C 9.07481 1.95265 -21.53088
H 6.67274 3.58987 -19.74691
H 8.16870 3.12578 -19.02144
H 6.92953 1.80100 -17.22692
H 5.50000 2.75322 -17.71721
H 7.03645 3.47394 -17.04268
H 9.77480 1.37451 -22.13410
H 9.50892 2.90571 -21.22867
H 8.13681 2.11860 -22.06071
O 12.35928 6.63845 -20.82417
S 10.92249 6.42659 -21.07698
O 10.21945 5.38495 -20.30405
O 10.12655 7.87114 -20.79157
C 8.66146 7.79964 -20.89407
C 8.17334 8.89142 -21.79697
C 10.61519 6.25653 -22.85345
H 8.23450 8.13778 -19.94990
H 8.35101 6.78718 -21.15223
H 8.41221 9.92035 -21.52799
H 7.09768 8.90001 -21.97298
H 8.56025 8.66453 -22.79041
H 11.45921 5.67881 -23.23024
H 10.52093 7.27624 -23.22684
H 9.69069 5.71119 -23.04322
O 4.69353 -2.96003 -24.71519
S 5.45013 -1.98826 -23.93018
O 6.47693 -1.11648 -24.49008
O 4.36807 -0.99013 -23.07016
C 4.93922 0.16717 -22.39615
C 3.63930 0.80056 -21.96274
C 6.06910 -3.03711 -22.56898
H 5.53148 0.77663 -23.07872
H 5.66095 -0.22940 -21.68205
H 3.13442 0.05929 -21.34329
H 2.97881 1.31743 -22.65894
H 3.89449 1.58694 -21.25239
H 5.28636 -3.78777 -22.45983
H 6.50487 -2.38183 -21.81479
H 6.91057 -3.62428 -22.93675
O -1.29240 4.81776 -23.83701
S 0.05128 5.30174 -23.46120
O 0.38965 6.67293 -23.70890
O 0.35593 4.87361 -21.91174
C 1.39754 5.45701 -21.15800
C 2.13031 4.37529 -20.49596
C 1.31399 4.14217 -24.30189
H 1.04983 6.12264 -20.36798
H 2.00118 6.06635 -21.83062
H 1.75441 4.05145 -19.52543
H 3.09802 4.82551 -20.27473
H 2.25774 3.55848 -21.20637
H 1.09829 4.15275 -25.37028
H 1.29105 3.15320 -23.84415
H 2.34310 4.46905 -24.15294

What is the spin multiplicity in the second record? 3

Which of these has the lowest electronic energy? C15H40As2F12NiO15S5

Look up the electronic energy of the first one. -1661.5823 hartree